# C45H48CsN5O2P2S2

A structure of composition C45H48CsN5O2P2S2 in a non-equilibrium geometry (wB97M-V/def2-TZVPD, the OMol25 dataset).

Structure (ORCA input):
```
! RIJCOSX wB97M-V def2-TZVPD def2/J DEFGRID3
* xyz -2 1
Cs 0.27 -0.28 -0.08
O 1.68 -1.71 1.64
C 2.46 -2.72 1.73
C 2.57 -3.50 2.92
C 3.40 -4.60 3.01
C 4.16 -5.03 1.91
C 4.06 -4.30 0.73
C 3.27 -3.16 0.63
C 3.24 -2.43 -0.67
N 3.56 -1.23 -0.92
C 4.09 -0.36 0.12
C 3.15 0.81 0.44
N 2.70 1.47 -0.76
C 2.62 2.73 -0.81
C 2.93 3.75 0.23
C 4.21 4.24 0.42
C 4.47 5.25 1.34
C 3.40 5.77 2.07
C 2.12 5.29 1.90
C 1.81 4.24 0.98
O 0.64 3.77 0.81
H 1.98 -3.18 3.77
H 3.45 -5.16 3.94
H 4.79 -5.90 1.98
H 4.63 -4.62 -0.14
H 2.92 -3.02 -1.54
H 5.02 0.05 -0.27
H 4.30 -0.89 1.06
H 3.64 1.48 1.16
H 2.28 0.38 0.93
H 2.21 3.14 -1.74
H 5.02 3.83 -0.17
H 5.48 5.63 1.48
H 3.58 6.57 2.78
H 1.29 5.71 2.47
C -2.57 4.44 4.37
C -1.50 3.94 3.64
C -1.70 2.86 2.79
C -2.95 2.28 2.68
C -4.03 2.80 3.40
C -3.83 3.88 4.25
N -3.05 1.16 1.80
N -4.18 0.65 1.75
C -4.30 -0.53 0.95
C -5.44 -1.29 1.17
C -5.62 -2.44 0.43
C -4.69 -2.77 -0.53
C -3.60 -1.92 -0.71
N -3.40 -0.83 0.02
H -2.42 5.29 5.03
H -0.53 4.40 3.69
H -0.89 2.47 2.19
H -5.01 2.35 3.28
H -4.67 4.28 4.81
H -6.15 -0.97 1.92
H -6.49 -3.07 0.59
H -4.76 -3.67 -1.13
H -2.85 -2.16 -1.46
S -3.06 -5.81 -2.89
P -1.18 -5.19 -2.75
S -0.81 -3.31 -2.24
C -0.28 -6.31 -1.62
C -0.24 -7.67 -1.90
C 0.39 -8.55 -1.03
C 0.98 -8.06 0.13
C 0.94 -6.71 0.42
C 0.31 -5.83 -0.46
C -0.30 -5.50 -4.33
C 1.09 -5.43 -4.37
C 1.77 -5.61 -5.57
C 1.06 -5.85 -6.74
C -0.32 -5.91 -6.71
C -1.00 -5.74 -5.51
H -0.72 -8.04 -2.80
H 0.43 -9.61 -1.26
H 1.47 -8.75 0.81
H 1.40 -6.32 1.32
H 0.29 -4.77 -0.24
H 1.63 -5.22 -3.46
H 2.85 -5.55 -5.59
H 1.59 -5.99 -7.67
H -0.88 -6.09 -7.62
H -2.08 -5.80 -5.46
C -3.00 0.97 -4.32
C -2.12 0.63 -3.12
P -0.61 1.65 -2.83
C 0.22 1.50 -4.48
C 1.67 1.99 -4.45
C -1.33 3.36 -2.91
C -0.40 4.45 -2.39
H -3.86 0.29 -4.37
H -2.45 0.87 -5.26
H -3.39 1.98 -4.26
H -1.78 -0.41 -3.20
H -2.71 0.68 -2.20
H -0.36 2.04 -5.24
H 0.19 0.44 -4.73
H 1.73 3.06 -4.28
H 2.18 1.76 -5.39
H 2.22 1.50 -3.63
H -2.24 3.32 -2.30
H -1.65 3.57 -3.94
H -0.08 4.23 -1.37
H -0.90 5.42 -2.39
H 0.49 4.54 -3.02
*
```

The calculation puts the total energy at -99788.5415 eV. The gap between HOMO and LUMO is 5.59 eV. The value obtained for the energy above the lowest of the compared OMol25 structures with the same formula, charge and spin is 143.6 kJ/mol. For the HOMO energy, the calculation gives -2.3 eV.


# C45H49Cl3FN6O5SSr

A structure of composition C45H49Cl3FN6O5SSr in a non-equilibrium geometry (wB97M-V/def2-TZVPD, the OMol25 dataset).

Structure (ORCA input):
```
! RIJCOSX wB97M-V def2-TZVPD def2/J DEFGRID3
* xyz -1 1
Sr -1.72 -0.08 -0.36
O -3.55 -0.87 -4.25
C -2.84 -0.96 -3.25
O -3.17 -1.00 -2.02
C -1.31 -0.98 -3.48
C -0.72 -1.32 -4.69
C 0.67 -1.26 -4.78
C 1.42 -0.84 -3.69
C 0.76 -0.50 -2.52
N -0.56 -0.59 -2.45
C 1.47 0.02 -1.25
O 2.69 0.20 -1.35
O 0.72 0.20 -0.25
H -1.34 -1.61 -5.52
H 1.16 -1.54 -5.70
H 2.50 -0.77 -3.72
N -2.62 2.06 -1.76
C -3.92 2.73 -1.63
C -4.15 3.24 -0.21
C -5.40 2.67 0.46
C -5.39 1.15 0.60
N -4.15 0.68 1.21
H -1.85 2.72 -1.74
H -2.58 1.59 -2.66
H -4.68 1.99 -1.89
H -4.04 3.55 -2.36
H -4.21 4.34 -0.20
H -3.28 2.98 0.39
H -6.29 2.96 -0.11
H -5.51 3.12 1.45
H -5.47 0.67 -0.37
H -6.29 0.86 1.17
H -4.17 -0.33 1.33
H -4.02 1.06 2.14
C 1.75 -3.52 1.77
C 0.70 -3.14 0.73
C 1.27 -3.30 -0.68
C -0.59 -3.92 0.89
C -0.57 -5.30 0.67
C -1.71 -6.07 0.78
C -2.90 -5.44 1.10
C -2.97 -4.07 1.34
C -4.35 -3.49 1.63
C -4.89 -2.73 0.42
C -4.45 -2.69 2.93
C -1.80 -3.29 1.25
N -1.82 -1.90 1.47
C -1.34 -1.51 2.67
C -1.01 -2.37 3.75
C -0.56 -1.91 4.98
C -0.40 -0.55 5.23
C -0.71 0.33 4.20
C -1.15 -0.15 3.00
F -1.44 0.80 2.03
H 2.65 -2.92 1.64
H 2.03 -4.58 1.67
H 1.38 -3.36 2.78
H 0.47 -2.08 0.87
H 1.63 -4.32 -0.85
H 2.12 -2.62 -0.83
H 0.52 -3.09 -1.45
H 0.37 -5.77 0.40
H -1.68 -7.13 0.60
H -3.81 -6.03 1.17
H -5.00 -4.36 1.76
H -4.20 -1.95 0.09
H -5.85 -2.26 0.65
H -5.02 -3.39 -0.43
H -3.88 -1.77 2.90
H -4.08 -3.27 3.78
H -5.50 -2.44 3.13
H -1.13 -3.44 3.60
H -0.33 -2.63 5.75
H -0.05 -0.19 6.19
H -0.62 1.40 4.32
Cl 3.47 3.11 4.86
C 3.71 3.38 3.16
C 3.48 2.36 2.25
C 3.76 2.58 0.91
C 4.26 3.80 0.45
C 4.66 4.06 -0.98
C 3.55 4.63 -1.88
N 2.33 3.88 -2.04
C 1.97 3.20 -3.19
C 0.71 2.76 -2.99
N 0.26 3.15 -1.75
C 1.25 3.82 -1.21
O 5.43 3.03 -1.57
C 4.78 1.87 -2.05
C 5.51 0.62 -1.64
C 6.43 0.45 -0.66
Cl 7.12 1.58 0.45
S 6.95 -1.19 -0.51
C 5.92 -1.67 -1.79
C 5.22 -0.62 -2.29
C 4.41 4.81 1.40
Cl 4.96 6.41 0.94
C 4.16 4.62 2.75
H 3.08 1.41 2.57
H 3.57 1.75 0.23
H 5.38 4.88 -0.94
H 3.97 4.76 -2.88
H 3.31 5.63 -1.51
H 2.66 3.10 -4.01
H 0.09 2.18 -3.66
H 1.25 4.27 -0.23
H 4.75 1.90 -3.15
H 3.74 1.77 -1.72
H 5.87 -2.70 -2.10
H 4.49 -0.71 -3.08
H 4.32 5.42 3.46
*
```

The calculation puts the total energy at -118602.3245 eV. The gap between HOMO and LUMO is 6.37 eV. The value obtained for the energy above the lowest of the compared OMol25 structures with the same formula, charge and spin is 20.0 kJ/mol. For the HOMO energy, the calculation gives -4.3 eV.


# C45H49MoN7O4P2S

A structure of composition C45H49MoN7O4P2S in a non-equilibrium geometry (wB97M-V/def2-TZVPD, the OMol25 dataset).

Structure (ORCA input):
```
! RIJCOSX wB97M-V def2-TZVPD def2/J DEFGRID3
* xyz 2 3
Mo 0.92 -0.62 0.07
O 6.15 -5.46 -1.70
C 5.00 -5.18 -1.66
O 3.89 -5.64 -1.96
C 4.51 -3.80 -1.04
C 4.02 -3.79 0.27
C 3.15 -2.79 0.65
N 2.71 -1.84 -0.18
C 3.27 -1.80 -1.40
C 4.18 -2.73 -1.87
C 2.77 -0.71 -2.30
O 3.28 -0.44 -3.36
O 1.70 -0.14 -1.82
H 4.32 -4.56 0.96
H 2.78 -2.75 1.67
H 4.57 -2.63 -2.87
C -0.40 2.80 -0.01
N -1.81 2.62 -0.09
C -2.32 1.29 0.08
P -1.27 0.16 1.13
C -1.41 0.91 2.80
C -2.08 2.11 3.04
C -2.22 2.59 4.33
C -1.69 1.91 5.40
C -1.03 0.70 5.19
C -0.91 0.21 3.90
C -2.52 -1.16 1.26
C -2.69 -2.00 0.16
C -3.70 -2.94 0.16
C -4.55 -3.06 1.25
C -4.39 -2.22 2.34
C -3.38 -1.27 2.35
C -2.67 3.72 0.05
C -3.95 3.68 -0.50
C -4.80 4.76 -0.35
C -4.39 5.89 0.35
C -3.12 5.93 0.89
C -2.26 4.86 0.75
P 0.51 1.55 -1.06
C -0.57 1.57 -2.51
C -0.89 2.82 -3.06
C -1.81 2.91 -4.08
C -2.42 1.76 -4.58
C -2.09 0.52 -4.05
C -1.17 0.43 -3.02
C 1.96 2.52 -1.57
C 2.40 2.42 -2.89
C 3.52 3.12 -3.30
C 4.20 3.94 -2.41
C 3.75 4.06 -1.10
C 2.63 3.35 -0.68
H -0.04 2.70 1.03
H -0.15 3.80 -0.37
H -2.40 0.75 -0.88
H -3.31 1.32 0.54
H -2.52 2.67 2.23
H -2.77 3.51 4.48
H -1.80 2.30 6.40
H -0.65 0.14 6.03
H -0.44 -0.76 3.75
H -2.04 -1.88 -0.69
H -3.84 -3.58 -0.70
H -5.33 -3.80 1.25
H -5.06 -2.29 3.18
H -3.27 -0.62 3.21
H -4.27 2.82 -1.07
H -5.78 4.73 -0.79
H -5.06 6.73 0.47
H -2.79 6.80 1.44
H -1.28 4.90 1.20
H -0.41 3.71 -2.69
H -2.05 3.88 -4.50
H -3.14 1.85 -5.37
H -2.56 -0.37 -4.45
H -0.93 -0.54 -2.59
H 1.87 1.79 -3.59
H 3.86 3.02 -4.32
H 5.07 4.48 -2.73
H 4.26 4.71 -0.41
H 2.28 3.46 0.34
C 0.86 -5.90 -1.23
N 0.62 -4.54 -1.66
C 0.92 -4.30 -3.06
C 0.30 -3.55 -0.81
N 0.23 -2.29 -1.11
N -0.03 -3.93 0.49
C 0.07 -3.20 1.64
N -0.27 -3.86 2.76
N 0.53 -1.98 1.65
H 1.66 -6.31 -1.85
H -0.03 -6.52 -1.35
H 1.22 -5.95 -0.20
H 0.60 -5.17 -3.62
H 2.00 -4.19 -3.21
H 0.40 -3.43 -3.46
H 0.48 -2.12 -2.08
H -0.34 -4.89 0.60
H -0.64 -4.80 2.74
H -0.30 -3.40 3.65
H 0.61 -1.64 2.60
C 3.88 0.12 2.11
S 2.38 0.93 1.49
C 1.86 1.67 3.07
H 3.65 -0.54 2.93
H 4.57 0.90 2.44
H 4.34 -0.43 1.29
H 2.68 2.28 3.44
H 1.60 0.91 3.80
H 1.00 2.30 2.88
*
```

The calculation puts the total energy at -97338.2001 eV. The gap between HOMO and LUMO (alpha / beta) is 6.29 / 5.00 eV. The value obtained for the energy above the lowest of the compared OMol25 structures with the same formula, charge and spin is 30.3 kJ/mol. For the HOMO energy (alpha / beta), the calculation gives -12.2 / -12.2 eV. The expectation value of S² is 2.0233.


# C45H50F3N6O5RbS

A structure of composition C45H50F3N6O5RbS (wB97M-V/def2-TZVPD, the OMol25 dataset).

Structure (ORCA input):
```
! RIJCOSX wB97M-V def2-TZVPD def2/J DEFGRID3
* xyz -2 1
Rb 0.91 -0.06 0.17
C -4.24 1.09 -0.07
C -3.27 0.32 -0.97
N -2.46 -0.71 -0.34
C -3.17 -1.88 0.13
C -3.84 -1.66 1.50
N -2.94 -0.98 2.41
C -3.52 0.10 3.19
C -4.29 1.18 2.41
N -3.68 1.62 1.16
H -4.64 1.90 -0.70
H -5.10 0.46 0.16
H -3.88 -0.09 -1.80
H -2.57 1.01 -1.44
H -1.74 -0.97 -1.03
H -3.94 -2.23 -0.58
H -2.44 -2.68 0.23
H -4.77 -1.10 1.37
H -4.13 -2.64 1.90
H -2.18 -0.59 1.86
H -4.19 -0.31 3.96
H -2.69 0.58 3.72
H -5.31 0.85 2.18
H -4.41 2.03 3.09
H -2.67 1.50 1.20
O -0.33 -0.87 -2.19
C -0.13 -0.55 -3.49
C 1.21 0.25 -3.68
C 2.46 -0.50 -3.29
C 3.06 -1.43 -4.15
C 4.22 -2.05 -3.74
C 4.76 -1.75 -2.50
C 4.10 -0.83 -1.70
C 4.62 -0.47 -0.34
C 4.23 -1.57 0.73
O 2.94 -1.90 0.61
C 5.16 -2.80 0.51
C 4.56 -4.00 0.14
C 5.33 -5.12 -0.13
C 6.71 -5.07 -0.03
C 7.32 -3.88 0.35
C 6.55 -2.76 0.61
C 4.56 -0.99 2.13
C 5.63 -0.15 2.42
C 5.82 0.35 3.70
C 4.95 0.01 4.73
C 3.88 -0.82 4.45
C 3.69 -1.31 3.17
N 2.98 -0.21 -2.10
C -0.03 -1.79 -4.40
C -0.03 -1.71 -5.79
C 0.15 -2.84 -6.57
C 0.33 -4.08 -5.97
C 0.33 -4.17 -4.58
C 0.14 -3.03 -3.80
C -1.31 0.33 -3.96
C -1.30 1.72 -3.87
C -2.44 2.47 -4.13
C -3.62 1.85 -4.50
C -3.65 0.46 -4.60
C -2.51 -0.28 -4.33
H 1.16 1.13 -3.04
H 1.30 0.58 -4.73
H 2.61 -1.65 -5.11
H 4.71 -2.77 -4.39
H 5.67 -2.23 -2.15
H 4.14 0.45 -0.02
H 5.70 -0.31 -0.38
H 3.48 -3.98 0.06
H 4.84 -6.05 -0.43
H 7.31 -5.95 -0.24
H 8.40 -3.83 0.44
H 7.05 -1.85 0.91
H 6.30 0.16 1.63
H 6.65 1.03 3.90
H 5.09 0.42 5.72
H 3.17 -1.06 5.24
H 2.83 -1.92 2.92
H -0.17 -0.74 -6.26
H 0.15 -2.76 -7.65
H 0.48 -4.96 -6.57
H 0.48 -5.13 -4.10
H 0.15 -3.06 -2.72
H -0.40 2.24 -3.55
H -2.41 3.55 -4.03
H -4.51 2.43 -4.70
H -4.57 -0.04 -4.88
H -2.55 -1.36 -4.38
C -2.02 4.66 0.58
C -0.73 4.20 0.01
C 0.58 4.52 0.31
C 1.37 3.64 -0.47
N 0.61 2.87 -1.23
N -0.66 3.22 -0.92
C 2.85 3.47 -0.47
H -1.88 5.61 1.10
H -2.41 3.93 1.28
H -2.77 4.80 -0.20
H 0.91 5.21 1.06
H -1.42 2.69 -1.32
H 3.36 4.38 -0.80
H 3.11 2.65 -1.15
H 3.19 3.22 0.53
F 0.47 -0.12 4.03
C 0.32 1.17 4.36
F 1.33 1.51 5.17
F -0.82 1.27 5.08
S 0.28 2.26 2.87
O 1.60 2.07 2.31
O -0.03 3.55 3.42
O -0.77 1.65 2.05
*
```

The calculation puts the total energy at -86302.0012 eV. The gap between HOMO and LUMO is 6.40 eV. The value obtained for the energy above the lowest of the compared OMol25 structures with the same formula, charge and spin is 40.9 kJ/mol. For the HOMO energy, the calculation gives -2.5 eV.